The following is a DFT calculation (the ωB97M-V functional and the def2-TZVPD basis) of C13H18F6OSi2 as an isolated structure.

Each line ends with the Mulliken charge.
Geometry (Å):
C1 -1.62124 1.93972 2.95935  -1.33
C2 -0.17596 2.18324 2.58088  0.29
F1 0.61450 1.13115 3.03497  -0.32
C3 0.07306 2.49078 1.11057  -0.90
Si1 -0.48929 1.14980 -0.09445  0.26
C4 0.80484 0.62715 -1.34949  -1.02
C5 2.28142 0.67673 -0.86351  -0.89
C6 2.70235 -0.64441 -0.27229  0.44
C7 3.63699 -1.41129 -0.91075  -0.43
C8 4.00763 -2.62393 -0.40750  -0.68
C9 3.46846 -3.09524 0.74884  -0.35
C10 2.54012 -2.33834 1.40942  -0.98
C11 2.15971 -1.13738 0.88306  0.47
O1 -1.78099 1.82854 -0.97340  -0.39
Si2 -3.10618 0.86326 -1.18774  0.49
C12 -2.68866 -0.92508 -1.82025  0.62
F2 -1.70756 -0.94580 -2.76127  -0.28
F3 -2.33406 -1.78915 -0.82682  -0.29
C13 -3.96303 -1.53644 -2.47046  0.59
F4 -4.98701 -1.33316 -1.60979  -0.25
F5 -3.85458 -2.82938 -2.70962  -0.23
F6 -4.26397 -0.86441 -3.58725  -0.23
H1 -2.10978 1.15137 2.38732  0.28
H2 -1.62582 1.61007 4.00060  0.38
H3 -2.20318 2.85887 2.93829  0.35
H4 0.14877 3.06019 3.14948  0.35
H5 -0.48197 3.40386 0.88793  0.58
H6 1.13741 2.69809 0.98264  0.41
H7 -1.03222 0.02122 0.69559  -0.03
H8 0.59534 -0.41634 -1.59358  0.54
H9 0.68068 1.19971 -2.26999  0.53
H10 2.89663 0.80841 -1.75535  0.41
H11 2.51074 1.52170 -0.21453  0.37
H12 4.10026 -1.08588 -1.83445  0.32
H13 4.72589 -3.24319 -0.92817  0.36
H14 3.73535 -4.05370 1.17288  0.36
H15 2.09403 -2.65845 2.34081  0.43
H16 1.40144 -0.56378 1.40902  0.11
H17 -3.91912 1.47357 -2.25378  -0.21
H18 -3.97100 0.79793 0.00279  -0.14

The value obtained for the frontier orbital gap is 9.96 eV.


The following is a DFT calculation (the ωB97M-V functional and the def2-TZVPD basis) of an isolated ion of composition C13H18FN4O3S2 and charge +1.

Each line ends with the Mulliken charge.
Geometry (Å):
N1 3.69095 -0.09201 3.23013  -0.37
C1 3.17866 -0.52897 2.12030  0.39
O1 2.49522 -0.94639 0.88626  -0.38
N2 1.17171 -0.71906 0.92751  1.35
C2 0.65626 0.70602 0.66991  -0.13
C3 1.72524 1.66502 -0.11921  -0.29
C4 1.31330 3.24884 -0.20567  -0.63
S1 -0.45954 3.64099 0.24921  -0.10
C5 -1.68616 2.83850 -0.93618  0.02
S2 -1.78416 3.22269 -2.62439  -0.04
N3 -2.60367 1.76827 -0.30782  0.17
C6 -2.97614 0.41727 -0.92369  -0.18
C7 -3.93047 -0.40454 0.13051  -0.34
N4 -4.07262 0.51907 1.32584  -0.46
C8 -3.28494 1.78220 1.04309  -0.12
C9 0.67088 -1.59440 -0.23910  -0.63
C10 1.48568 -1.55598 -1.65992  -0.56
C11 0.33607 -1.36195 -2.85222  -0.07
F1 0.86035 -1.68765 -4.20931  -0.32
C12 0.78765 -3.09854 0.48306  -0.57
O2 0.19467 -2.74824 1.80879  -0.36
C13 0.32987 -1.27468 2.05431  -0.16
O3 -1.12107 -0.89504 2.10495  -0.35
H1 0.35799 1.21340 1.68525  0.40
H2 -0.26850 0.56071 -0.06941  -0.27
H3 2.79413 1.62064 0.38569  0.24
H4 1.84047 1.29116 -1.24704  0.24
H5 1.99793 3.83500 0.57572  0.34
H6 1.58756 3.65446 -1.27240  0.37
H7 -2.55265 0.14725 -1.98123  0.38
H8 -4.36559 -1.48860 -0.02322  0.31
H9 -3.18339 2.67620 1.81832  0.32
H10 -0.47601 -1.57046 -0.49241  0.41
H11 2.35349 -0.77383 -1.72012  0.32
H12 1.98177 -2.61438 -1.89244  0.38
H13 -0.21948 -0.33149 -2.78330  0.09
H14 -0.48367 -2.19311 -2.61820  0.26
H15 0.30790 -3.98513 -0.12386  0.34
H16 1.86092 -3.50146 0.72316  0.29
H17 0.67372 -1.16346 3.16685  0.35
H18 -1.18434 -0.27832 2.91230  0.37

The value obtained for the frontier orbital gap is 6.84 eV. As for the net charge: +1. The SMILES is N#CO[N@@+]1(CCCSC(=S)n2ccnc2)[C@@H](CCF)CO[C@@H]1O.


The following is a DFT calculation (the ωB97M-V functional and the def2-TZVPD basis) of an isolated ion of composition C13H18N and charge +1.

Each line ends with the Mulliken spin population.
Geometry (Å):
C1 -3.07318 0.43821 0.44894  0.00
C2 -2.15256 1.22313 1.13702  0.01
C3 -1.27708 -0.63696 -0.58025  0.01
C4 -2.63275 -0.61084 -0.33117  0.00
C5 -0.74646 1.11880 0.86998  -0.02
C6 0.50038 1.82861 -2.23540  0.71
C7 1.35502 0.99666 -1.52802  0.37
C8 1.07260 0.09427 -0.38348  0.31
C9 1.96806 -0.76595 0.19230  0.41
C10 -3.61801 -1.49742 -0.96170  0.00
C11 0.08270 2.11594 1.55196  0.01
C12 1.48302 -1.74176 1.25262  -0.02
C13 3.40229 -0.69957 -0.14292  0.04
N1 -0.39230 0.24780 -0.06177  0.02
H1 -4.18657 0.60782 0.58793  0.00
H2 -2.39509 2.01860 1.87515  0.00
H3 -0.77628 -1.33312 -1.23343  -0.02
H4 0.85412 2.60208 -2.89288  -0.01
H5 -0.56233 1.77338 -1.97492  0.06
H6 2.40938 1.02393 -1.96200  0.01
H7 -4.50043 -1.57668 -0.25147  0.00
H8 -4.07682 -1.05415 -1.86534  0.00
H9 -3.17053 -2.35817 -1.32421  0.00
H10 -0.50366 3.10241 1.48448  0.00
H11 0.14529 1.89253 2.59496  0.00
H12 1.01826 2.27491 1.15510  0.00
H13 2.01443 -2.75795 1.04406  0.02
H14 1.79502 -1.41452 2.16618  0.04
H15 0.40378 -2.06007 1.21380  0.00
H16 3.74442 -1.50720 0.47397  0.00
H17 4.01865 0.16562 0.15659  0.02
H18 3.51006 -0.91156 -1.18863  0.02

The value obtained for the frontier orbital gap (spin up / spin down) is 5.40 / 7.83 eV. As for the multiplicity: 3. As for the net charge: +1. As for the energy above the lowest of the compared OMol25 structures with the same formula, charge and spin: 0.000 eV.


The following is a DFT calculation (the ωB97M-V functional and the def2-TZVPD basis) of an isolated molecule of C13H18N2.

Each line ends with the Mulliken charge.
Geometry (Å):
C1 0.21068 1.82368 0.00129  1.16
C2 0.73398 0.61635 0.19151  -1.12
C3 -1.84545 1.11456 0.02762  0.36
C4 -3.30211 1.35043 0.04446  -0.77
C5 -4.10479 0.28377 0.04918  -0.50
C6 -3.57148 -1.04060 -0.05069  -0.71
C7 -2.18458 -1.13655 -0.13604  0.81
C8 1.11741 3.12515 0.10090  -1.31
C9 -1.57595 -2.54463 -0.23104  -1.10
C10 2.97817 0.62268 -0.12931  -2.10
C11 1.66147 -1.23779 -1.24059  -1.13
C12 2.13884 -1.12961 1.33245  -1.47
C13 1.78211 -0.35054 0.05458  2.40
N1 -1.09850 2.23178 -0.01391  -0.71
N2 -1.41385 -0.12797 0.20817  -0.27
H1 -3.53572 2.32092 0.08259  0.62
H2 -5.12409 0.33248 -0.09583  0.45
H3 -4.11069 -2.01588 -0.04085  0.28
H4 0.38638 3.81321 0.63564  0.36
H5 2.07263 3.15794 0.57777  0.44
H6 1.31755 3.50176 -0.85638  0.32
H7 -1.04354 -2.80545 0.63533  0.29
H8 -0.85377 -2.63153 -1.01515  0.13
H9 -2.34263 -3.43698 -0.14274  0.29
H10 3.93827 0.08721 0.03945  0.49
H11 3.16572 0.85026 -1.16599  0.34
H12 2.98020 1.34702 0.60725  0.51
H13 2.28706 -2.05745 -0.92719  0.41
H14 0.74407 -1.77686 -1.47246  0.08
H15 1.88468 -0.54306 -2.07267  0.33
H16 2.19605 -0.32574 2.07848  0.37
H17 1.40120 -1.81906 1.77431  0.28
H18 3.11069 -1.59951 1.14985  0.48

The value obtained for the frontier orbital gap is 7.54 eV. As for the energy above the lowest of the compared OMol25 structures with the same formula, charge and spin: 5.262 eV.


The following is a DFT calculation (the ωB97M-V functional and the def2-TZVPD basis) of an isolated molecule of C13H18N2O2S.

Each line ends with the Mulliken charge.
Geometry (Å):
C1 -0.65874 -2.26854 0.91462  -1.36
H1 -0.97967 -1.23363 1.00359  0.16
H2 -1.32445 -2.89063 1.50923  0.43
H3 0.34381 -2.35014 1.32970  0.36
C2 -0.65684 -2.73300 -0.54006  0.54
C3 -2.06891 -2.80186 -1.13081  -1.01
C4 -2.69418 -1.42104 -1.30409  -0.61
H4 -2.81951 -0.94203 -0.33155  0.32
H5 -3.68120 -1.51697 -1.76231  0.38
C5 -1.80144 -0.53623 -2.18335  -0.79
C6 -0.45386 -0.47630 -1.52375  0.52
N1 0.12150 0.51146 -0.97963  -0.31
N2 -0.40900 1.77774 -0.95279  -0.33
S1 -0.61314 2.20667 0.68313  1.22
O1 -1.18067 3.52125 0.68125  -0.71
O2 -1.33650 1.15893 1.35119  -0.60
C7 1.08148 2.23434 1.22049  0.21
C8 1.64097 1.09225 1.75399  -0.13
C9 2.97594 1.11214 2.12381  -0.60
C10 3.72242 2.26787 1.95386  -0.40
C11 3.14375 3.40770 1.41649  -0.54
C12 1.81019 3.39212 1.04210  -0.47
H6 1.32000 4.25676 0.62457  0.42
H7 3.73112 4.30433 1.28878  0.39
H8 4.76289 2.28134 2.24337  0.38
H9 3.43399 0.22927 2.54348  0.40
H10 1.02499 0.21641 1.87251  0.37
H11 -1.28861 1.91439 -1.45406  0.32
C13 0.21849 -1.80737 -1.40416  -1.12
H12 1.20031 -1.67931 -0.94987  0.42
H13 0.34011 -2.24813 -2.39663  0.39
H14 -2.25573 0.45002 -2.30296  0.35
H15 -1.69970 -0.98416 -3.17533  0.35
H16 -2.70398 -3.41010 -0.48365  0.39
H17 -2.02106 -3.29494 -2.10608  0.36
H18 -0.22478 -3.74062 -0.57508  0.31

The value obtained for the frontier orbital gap is 10.04 eV. As for the energy above the lowest of the compared OMol25 structures with the same formula, charge and spin: 1.952 eV. The SMILES is C[C@H]1CCC/C(=N\NS(=O)(=O)c2ccccc2)C1.


The following is a DFT calculation (the ωB97M-V functional and the def2-TZVPD basis) of an isolated molecule of C13H18N2O5.

Each line ends with the Mulliken charge.
Geometry (Å):
C1 -2.33503 0.33298 -0.09618  0.65
C2 -1.17943 0.24190 -1.03186  -0.40
C3 -2.67789 -1.21214 0.14539  0.11
C4 -3.54932 -1.27829 1.41718  -1.26
C5 0.32183 1.65037 0.06935  0.69
C6 1.19986 2.75966 -0.44773  -0.04
C7 0.90179 0.95268 1.34023  -0.86
C8 1.97144 -0.02035 0.98952  0.58
C9 3.10175 0.42664 0.33459  -0.47
C10 1.50558 -1.39764 1.00172  -0.58
C11 3.82140 -0.45898 -0.47069  -0.66
C12 2.42970 -2.25952 0.37193  -0.74
C13 3.49645 -1.82012 -0.48120  0.44
H1 -2.95356 1.82501 -1.18400  0.27
H2 -3.99200 0.49124 -1.52836  0.26
H3 -2.09294 0.81190 0.94284  0.30
H4 -1.80829 -1.76348 0.43798  0.29
H5 -3.01790 -2.06386 -1.75999  0.35
H6 -4.65035 -0.85348 1.36678  0.27
H7 -2.85738 -0.73869 2.20449  0.28
H8 -3.62544 -2.27855 1.88167  0.41
H9 0.22561 1.09938 -2.03576  0.32
H10 -0.62905 2.16037 0.47734  0.42
H11 0.08504 0.25359 1.98279  0.09
H12 1.18776 1.76090 2.01118  0.55
H13 3.26741 1.45975 0.34847  0.57
H14 0.64454 -1.60193 1.72529  0.29
H15 4.49160 -0.21073 -1.23142  0.45
H16 2.66640 -3.31956 0.47632  0.32
H17 3.93028 -3.31645 -1.91366  0.36
H18 1.52514 4.67994 -0.02175  0.38
N1 -3.49024 1.06668 -0.90797  -0.71
N2 -0.04635 0.82290 -1.10487  -0.16
O1 -1.52347 -0.40704 -1.96247  -0.70
O2 -3.46711 -1.74053 -0.97726  -0.62
O3 1.63560 2.69025 -1.51221  -0.44
O4 4.14201 -2.58417 -1.33721  -0.56
O5 1.34458 3.83941 0.47951  -0.46

The value obtained for the frontier orbital gap is 8.86 eV. As for the energy above the lowest of the compared OMol25 structures with the same formula, charge and spin: 5.728 eV. The SMILES is C[C@@H](O)[C@H](N)C(=O)N[C@@H](Cc1ccc(O)cc1)C(=O)O.


Number 1: F_max 1.58 eV Å⁻¹. Number 2: F_max 11.63 eV Å⁻¹. Number 3: F_max 8.67 eV Å⁻¹. Number 4: F_max 4.72 eV Å⁻¹. Number 5: F_max 1.04 eV Å⁻¹. Number 6: F_max 5.89 eV Å⁻¹.